1.
The following is a quantum chemistry calculation of 26 unconnected molecules or ions with the total composition H52O26, from the Open Molecules 2025 dataset.

Structure (XYZ):
```
78
H52O26 | the Open Molecules 2025 dataset | ωB97M-V/def2-TZVPD
O -2.582 1.801 4.055
H -3.010 1.280 3.422
H -2.671 1.260 4.881
O -1.752 -2.067 -4.525
H -2.404 -1.774 -3.940
H -1.737 -3.070 -4.354
O 2.331 -3.378 2.519
H 2.689 -2.583 2.973
H 3.160 -3.886 2.344
O -0.492 -2.158 1.905
H -0.116 -1.506 1.299
H -0.055 -3.001 1.674
O 2.546 2.297 -2.942
H 1.665 2.652 -2.567
H 2.803 3.103 -3.416
O -0.933 -0.956 -1.346
H -0.693 -0.339 -2.032
H -1.729 -1.328 -1.697
O 2.120 -0.793 -3.172
H 2.422 -1.692 -3.341
H 1.523 -0.413 -3.836
O 0.071 -3.589 -1.857
H 0.358 -2.898 -1.242
H 0.748 -4.120 -2.210
O 1.139 2.976 1.118
H 0.548 2.205 1.184
H 1.465 2.955 2.010
O -3.254 -2.241 0.570
H -3.512 -3.110 0.248
H -2.618 -2.347 1.318
O 0.485 -0.469 6.424
H 0.458 -0.217 5.477
H 1.126 0.091 6.853
O 0.022 3.220 -1.886
H -0.695 2.651 -2.279
H -0.129 3.282 -0.949
O -0.861 0.998 0.732
H -1.748 0.653 1.019
H -0.994 0.636 -0.140
O -3.761 0.581 1.511
H -4.159 1.335 1.017
H -3.950 -0.195 1.005
O 0.006 0.377 3.748
H -0.857 0.903 3.770
H -0.194 -0.441 3.320
O 5.368 0.983 -2.280
H 5.003 1.769 -1.789
H 4.734 0.234 -2.194
O 2.729 0.662 -0.581
H 2.501 0.873 -1.485
H 1.987 1.003 -0.102
O -2.272 -0.382 6.172
H -2.573 -1.152 6.650
H -1.287 -0.218 6.269
O 1.879 -1.802 0.270
H 2.482 -1.362 -0.308
H 2.345 -2.568 0.688
O -3.642 4.240 3.439
H -3.131 3.489 3.802
H -3.053 4.890 2.943
O 2.842 -0.407 3.121
H 1.957 -0.009 3.249
H 2.925 -0.509 2.172
O -4.536 3.095 0.848
H -4.556 3.535 1.706
H -3.712 3.287 0.376
O -2.162 -4.778 -2.990
H -2.921 -5.213 -2.658
H -1.748 -4.210 -2.310
O 1.345 1.031 -5.535
H 1.108 0.264 -6.067
H 2.308 0.823 -5.359
O 4.270 0.719 -5.158
H 4.689 1.541 -5.080
H 4.311 0.387 -4.265
O -0.823 1.185 -3.727
H 0.097 1.259 -4.057
H -1.242 0.660 -4.424
```

The calculation puts the relative energy (zero: lowest compared OMol25 entry of this formula, charge and spin) at 42.9 kcal per mole. For the highest occupied orbital energy, the calculation gives -11.035 eV. For the HOMO-LUMO gap, the calculation gives 0.3982 Eh. Its total energy is -1987.493594 a.u.

2.
The following is a quantum chemistry calculation of a molecular structure, C27H34AsBrINO7ReSSi2, from the Open Molecules 2025 dataset.

Structure (XYZ):
```
76
C27H34AsBrINO7ReSSi2 | the Open Molecules 2025 dataset | ωB97M-V/def2-TZVPD
Re -0.433 0.346 -0.189
C 0.893 1.786 5.078
Si 1.582 0.893 3.550
C 1.604 -0.983 3.799
C 2.924 1.681 2.501
As -0.584 0.762 2.230
Si -2.535 -0.614 2.843
C -3.929 0.159 1.827
C -2.665 -0.261 4.710
C -2.070 -2.387 2.399
H 1.526 1.690 5.959
H -0.087 1.353 5.287
H 0.757 2.848 4.875
H 2.484 -1.368 4.311
H 1.554 -1.439 2.808
H 0.707 -1.281 4.347
H 3.834 1.888 3.063
H 2.568 2.617 2.067
H 3.171 1.006 1.679
H -4.142 1.178 2.153
H -4.855 -0.414 1.879
H -3.623 0.198 0.780
H -2.661 0.819 4.869
H -1.795 -0.679 5.219
H -3.564 -0.677 5.164
H -1.658 -2.389 1.389
H -2.938 -3.046 2.406
H -1.313 -2.796 3.068
O 2.875 -0.646 -0.161
C 2.017 -1.520 -0.107
O 0.849 -1.411 0.447
C 2.295 -2.845 -0.771
C 3.559 -3.103 -1.291
C 3.766 -4.199 -2.114
C 2.704 -5.021 -2.454
C 1.445 -4.733 -1.950
C 1.231 -3.675 -1.083
N 0.295 -5.496 -2.420
O 0.487 -6.576 -2.931
O -0.803 -4.967 -2.303
H 4.360 -2.417 -1.053
H 4.749 -4.393 -2.517
H 2.823 -5.857 -3.129
H 0.243 -3.482 -0.691
Br -0.434 3.664 -3.142
C 0.795 2.354 -3.694
C 0.827 1.963 -5.026
C 1.738 1.006 -5.442
C 2.660 0.470 -4.555
C 2.643 0.855 -3.225
C 1.691 1.766 -2.802
I 1.497 2.088 -0.747
H 0.127 2.401 -5.724
H 1.737 0.685 -6.474
H 3.377 -0.264 -4.894
H 3.332 0.427 -2.510
C -1.703 -1.836 -3.416
S -0.967 -0.790 -2.195
O -1.385 0.608 -2.385
O 0.475 -0.926 -2.287
O -1.510 -1.235 -0.874
H -2.785 -1.785 -3.326
H -1.356 -2.851 -3.225
H -1.382 -1.493 -4.396
C -1.327 1.764 0.819
C -1.889 3.069 0.663
C -1.464 4.113 1.499
C -1.814 5.419 1.217
C -2.634 5.699 0.131
C -3.114 4.667 -0.666
C -2.736 3.362 -0.415
H -0.830 3.870 2.345
H -1.442 6.219 1.842
H -2.916 6.718 -0.094
H -3.765 4.885 -1.502
H -3.090 2.557 -1.046
```

For the highest occupied orbital energy (alpha / beta), the calculation gives -10.955 / -10.960 eV. The total charge is +1. For the HOMO-LUMO gap (alpha / beta), the calculation gives 0.2583 / 0.2585 Eh. Its total energy is -7793.303664 a.u.

3.
The following is a quantum chemistry calculation of a single C4H6N2S2 molecule, from the Open Molecules 2025 dataset.

Structure (XYZ):
```
14
C4H6N2S2 | the Open Molecules 2025 dataset | ωB97M-V/def2-TZVPD
C 1.565 -1.181 -0.366
C 0.694 -0.193 0.311
C -0.177 1.462 1.443
C -1.164 0.993 0.280
H 2.816 -0.997 -0.155
H 1.255 -0.948 -1.540
H 1.300 -2.242 0.102
H -2.057 0.682 0.746
H -1.397 1.826 -0.410
H -1.895 -1.752 -1.850
N 1.030 0.685 1.142
N -0.711 -0.228 -0.294
S -0.370 2.605 2.612
S -0.889 -0.714 -2.022
```

The calculation puts the relative energy (zero: lowest compared OMol25 entry of this formula, charge and spin) at 81.8 kcal per mole. The structure (SMILES) is CC1=NC(=S)CN1S. For the highest occupied orbital energy, the calculation gives -8.781 eV. For the HOMO-LUMO gap, the calculation gives 0.3102 Eh. Its total energy is -1061.785870 a.u.

4.
The following is a quantum chemistry calculation of a gas-phase ion, C6H13N6 (charge +1), from the Open Molecules 2025 dataset.

Structure (XYZ):
```
25
C6H13N6 | the Open Molecules 2025 dataset | ωB97M-V/def2-TZVPD
C 0.652 -2.017 -0.490
C -0.745 -1.915 -0.439
C 0.734 1.316 -0.221
C 2.328 -0.175 -0.873
C -1.574 0.426 0.216
C 1.252 -0.671 1.345
N 1.939 1.058 -0.832
N -0.343 0.651 -0.534
N 1.724 -1.109 0.001
N 0.578 2.395 0.547
N -2.572 1.152 -0.497
N -1.726 -1.073 0.052
H 1.151 -2.800 -1.128
H -1.138 -2.712 -0.892
H 3.140 -0.594 -1.648
H -1.690 0.608 1.245
H 1.613 0.292 1.535
H 0.216 -0.802 1.591
H 1.895 -1.403 1.885
H -0.108 -0.071 -1.199
H 1.270 3.066 0.703
H -0.295 2.855 0.794
H -2.351 1.315 -1.473
H -3.384 1.504 -0.160
H -2.563 -1.295 0.472
```

The calculation puts the relative energy (zero: lowest compared OMol25 entry of this formula, charge and spin) at 38.9 kcal per mole. For the highest occupied orbital energy (alpha / beta), the calculation gives -9.520 / -13.160 eV. The total charge is +1. For the HOMO-LUMO gap (alpha / beta), the calculation gives 0.2468 / 0.2342 Eh. Its total energy is -564.505017 a.u. As for the multiplicity: 3.

5.
The following is a quantum chemistry calculation of 2 unconnected molecules or ions with the total composition C2H7N2O2, from the Open Molecules 2025 dataset.

Structure (XYZ):
```
13
C2H7N2O2 | the Open Molecules 2025 dataset | ωB97M-V/def2-TZVPD
N 2.644 0.110 -0.748
C 1.319 0.790 -0.895
N 0.627 1.205 0.296
H 2.524 -0.878 -0.542
H 3.053 0.504 0.094
H 0.660 0.211 -1.567
H 1.636 1.624 -1.532
H 1.060 0.889 1.150
H -0.325 0.806 0.244
O -1.245 -1.774 0.364
C -2.000 -0.783 0.238
O -1.956 0.293 0.872
H -2.835 -0.932 -0.486
```

The calculation puts the relative energy (zero: lowest compared OMol25 entry of this formula, charge and spin) at 20.0 kcal per mole. For the highest occupied orbital energy, the calculation gives -4.336 eV. The total charge is -1. For the HOMO-LUMO gap, the calculation gives 0.3193 Eh. Its total energy is -340.439378 a.u.

6.
The following is a quantum chemistry calculation of a single C14H11BO5 molecule, from the Open Molecules 2025 dataset.

Structure (XYZ):
```
31
C14H11BO5 | the Open Molecules 2025 dataset | ωB97M-V/def2-TZVPD
O -2.716 5.335 2.562
O 3.280 -2.460 -3.974
O -4.212 3.627 2.579
O 0.960 0.941 -0.072
O 2.585 -4.297 -2.515
B 2.529 -2.923 -2.834
C -2.971 4.183 2.347
C 0.299 2.898 1.191
C -1.335 1.105 0.739
C 0.392 -1.429 0.486
C 1.261 -0.708 -1.709
C -0.725 3.692 1.701
C -2.280 1.930 1.320
C 0.559 -2.777 0.061
C -0.066 1.663 0.639
C 0.861 -0.397 -0.401
C 1.486 -2.042 -2.066
C -2.022 3.231 1.776
C 1.129 -3.055 -1.154
C 1.633 -4.416 -1.455
H 3.530 -3.311 -4.422
H -4.932 4.283 2.833
H 1.258 3.273 0.987
H -1.524 0.085 0.443
H 0.050 -1.195 1.450
H 1.577 0.112 -2.383
H -0.550 4.662 2.091
H -3.229 1.554 1.412
H 0.223 -3.624 0.646
H 2.154 -4.864 -0.605
H 0.798 -5.075 -1.672
```

The calculation puts the relative energy (zero: lowest compared OMol25 entry of this formula, charge and spin) at 22.0 kcal per mole. The structure (SMILES) is O=C(O)c1ccc(Oc2ccc3c(c2)B(O)OC3)cc1. For the highest occupied orbital energy, the calculation gives -8.877 eV. For the HOMO-LUMO gap, the calculation gives 0.3393 Eh. Its total energy is -941.227192 a.u.

7.
The following is a quantum chemistry calculation of a molecular structure, C27H35BiN9SSe3Te2, from the Open Molecules 2025 dataset.

Structure (XYZ):
```
78
C27H35BiN9SSe3Te2 | the Open Molecules 2025 dataset | ωB97M-V/def2-TZVPD
Bi 0.021 -1.624 1.919
Se 1.853 -3.640 2.565
Te 2.861 -3.191 4.917
Te 2.745 -0.524 5.548
Se 0.703 0.107 6.846
N -1.573 -1.719 6.123
C -1.084 -2.993 6.411
C -1.065 -3.659 5.213
N -1.554 -2.887 4.224
C -1.874 -1.716 4.849
C -2.506 -0.604 4.173
N -2.712 -0.466 2.892
C -3.459 0.680 2.760
C -3.656 1.256 3.959
N -3.128 0.388 4.862
H -1.333 -0.876 6.645
H -0.630 -3.303 7.333
H -0.715 -4.623 4.930
H -3.842 1.069 1.780
H -4.119 2.187 4.258
H -2.862 0.731 5.791
N 5.360 -0.449 -3.397
C 6.658 -0.364 -3.885
C 7.240 -0.518 -5.148
C 8.625 -0.521 -5.190
C 9.406 -0.087 -4.129
C 8.829 0.250 -2.931
C 7.467 0.037 -2.790
N 6.689 0.158 -1.668
C 5.458 -0.132 -2.044
C 4.276 -0.267 -1.179
C 2.980 0.053 -1.468
C 1.920 -0.239 -0.664
N 2.138 -0.789 0.547
C 3.355 -1.049 0.933
C 4.481 -0.795 0.089
H 4.480 -0.743 -3.923
H 6.692 -0.758 -6.059
H 9.158 -0.826 -6.159
H 10.470 -0.140 -4.196
H 9.396 0.620 -2.119
H 2.802 0.500 -2.453
H 0.880 0.047 -0.872
H 3.343 -1.607 1.809
H 5.467 -1.120 0.356
Se -0.432 -2.945 -0.127
C -4.598 4.483 0.777
C -4.624 4.002 -0.629
C -3.386 4.470 -1.396
C -2.149 3.679 -1.091
N -2.304 2.273 -1.501
C -1.933 1.172 -0.727
S -1.106 1.375 0.703
N -2.416 0.034 -1.169
C -3.017 -0.203 -2.474
C -2.875 -1.713 -2.851
C -3.507 -2.748 -1.885
C -4.994 -2.603 -1.773
H -5.449 4.061 1.297
H -4.605 5.581 0.904
H -3.672 4.141 1.219
H -5.459 4.339 -1.161
H -4.665 2.918 -0.598
H -3.162 5.554 -1.143
H -3.522 4.608 -2.482
H -1.898 3.673 0.006
H -1.231 4.038 -1.596
H -2.411 2.044 -2.487
H -2.058 -0.787 -0.710
H -2.568 0.459 -3.221
H -4.097 0.045 -2.436
H -1.848 -1.895 -2.905
H -3.209 -1.852 -3.893
H -3.012 -2.722 -0.933
H -3.232 -3.761 -2.155
H -5.299 -1.765 -1.024
H -5.430 -3.464 -1.304
H -5.474 -2.348 -2.692
```

The calculation puts the relative energy (zero: lowest compared OMol25 entry of this formula, charge and spin) at 28.4 kcal per mole. For the highest occupied orbital energy, the calculation gives -3.705 eV. The total charge is -1. For the HOMO-LUMO gap, the calculation gives 0.2056 Eh. Its total energy is -9895.950807 a.u.

8.
The following is a quantum chemistry calculation of a molecular structure, C20H40GeN7O11P2Tm, from the Open Molecules 2025 dataset.

Structure (XYZ):
```
82
C20H40GeN7O11P2Tm | the Open Molecules 2025 dataset | ωB97M-V/def2-TZVPD
Tm -1.010 -0.328 0.553
N 3.096 2.070 4.032
C 2.743 2.076 2.604
C 1.220 2.523 2.584
N 0.358 2.354 1.394
C -0.875 3.001 1.659
C -1.730 2.349 2.712
N -2.376 1.143 2.167
C 0.981 2.708 0.138
C 1.701 1.581 -0.611
N 0.796 0.499 -0.909
H 3.552 1.170 4.173
H 2.269 1.874 4.571
H 2.713 1.058 2.157
H 3.323 2.753 2.040
H 1.181 3.578 2.821
H 0.801 1.983 3.501
H -1.516 2.921 0.707
H -0.665 4.063 1.909
H -2.482 2.989 3.117
H -1.125 2.165 3.598
H -3.124 1.378 1.557
H -2.775 0.547 2.917
H 1.703 3.546 0.204
H 0.167 3.046 -0.498
H 2.498 1.171 0.006
H 2.167 2.049 -1.492
H 1.216 -0.336 -1.340
H 0.137 0.852 -1.575
O -2.676 -0.209 -1.072
C -2.431 -0.771 -2.343
C -1.687 -1.952 -2.617
C -1.765 -2.635 -3.897
C -1.094 -3.817 -4.183
C -0.241 -4.407 -3.304
C -0.091 -3.728 -2.095
C -0.656 -2.513 -1.764
O -0.345 -1.862 -0.647
N -1.400 -4.444 -5.496
O -0.547 -5.174 -6.071
O -2.425 -4.066 -6.091
H -3.256 -0.598 -3.039
H -2.578 -2.343 -4.527
H 0.224 -5.415 -3.350
H 0.575 -4.164 -1.332
O -0.690 -0.806 4.845
P 0.306 -1.442 3.728
O 1.599 -1.804 4.299
O 0.346 -0.616 2.472
O -0.598 -2.779 3.362
P -2.179 -2.642 2.904
O -2.596 -4.192 2.910
O -2.901 -1.867 3.972
O -2.339 -2.075 1.508
H -1.676 -0.984 4.646
H -3.003 -4.418 3.774
C -1.736 3.967 -2.406
Ge -1.873 1.965 -2.799
C -0.356 1.626 -4.032
C -3.381 1.909 -3.891
C -2.158 1.244 -0.995
H -2.043 4.436 -3.325
H -0.746 4.283 -1.990
H -2.505 4.292 -1.682
H -0.419 2.217 -4.948
H -0.334 0.513 -4.177
H 0.550 1.948 -3.535
H -3.687 2.928 -4.203
H -4.229 1.471 -3.322
H -3.243 1.291 -4.759
H -3.074 1.829 -0.670
C 3.535 -2.405 0.531
N 4.517 -1.630 1.260
C 4.548 -1.543 2.717
C 5.664 -1.469 0.617
N 6.639 -1.380 -0.047
H 2.896 -2.842 1.321
H 3.998 -3.255 -0.010
H 2.852 -1.884 -0.228
H 5.141 -0.681 3.000
H 5.033 -2.459 3.142
H 3.594 -1.431 3.142
```

For the highest occupied orbital energy (alpha / beta), the calculation gives -0.211 / -0.213 eV. The total charge is -2. For the HOMO-LUMO gap (alpha / beta), the calculation gives 0.1620 / 0.1621 Eh. Its total energy is -5842.131623 a.u. As for the multiplicity: 3.